# 1
{
  "formula": "C32H61F15O26P4",
  "method": "wB97M-V/def2-TZVPD",
  "spin_multiplicity": 1,
  "total_charge": 0,
  "de_lowest_kcal_mol": 100.07,
  "gap_ev": 10.43,
  "species": ["C", "C", "O", "C", "O", "C", "F", "F", "F", "H", "H", "H", "H", "H", "C", "C", "O", "C", "O", "C", "F", "F", "F", "H", "H", "H", "H", "H", "C", "C", "O", "C", "O", "C", "F", "F", "F", "H", "H", "H", "H", "H", "C", "C", "O", "C", "O", "C", "F", "F", "F", "H", "H", "H", "H", "H", "C", "C", "O", "C", "O", "C", "F", "F", "F", "H", "H", "H", "H", "H", "C", "O", "P", "O", "O", "C", "O", "C", "H", "H", "H", "H", "H", "H", "H", "H", "H", "C", "O", "P", "O", "O", "C", "O", "C", "H", "H", "H", "H", "H", "H", "H", "H", "H", "C", "O", "P", "O", "O", "C", "O", "C", "H", "H", "H", "H", "H", "H", "H", "H", "H", "C", "O", "P", "O", "O", "C", "O", "C", "H", "H", "H", "H", "H", "H", "H", "H", "H"],
  "positions_angstrom": [[5.13304, -4.83405, -2.83794], [4.42946, -5.12452, -4.13893], [3.87201, -6.42057, -4.15495], [2.57068, -6.58160, -4.06236], [1.70373, -5.74734, -4.25689], [2.25235, -8.07386, -3.64821], [3.34052, -8.83163, -3.36451], [1.57728, -8.19467, -2.55485], [1.56563, -8.61998, -4.69589], [6.14927, -5.22798, -2.85193], [4.64604, -5.34751, -2.00891], [5.01793, -3.79667, -2.52378], [5.15991, -5.04608, -4.94415], [3.71366, -4.34193, -4.39049], [8.44710, -3.36900, 5.48089], [8.00637, -1.90399, 5.04911], [6.64492, -2.07037, 4.70583], [5.92536, -1.08028, 4.13640], [6.22355, 0.10049, 4.11592], [4.56746, -1.57249, 3.54980], [3.57445, -0.90688, 4.14063], [4.46621, -1.20605, 2.26819], [4.26659, -2.88760, 3.70919], [9.34634, -3.22996, 6.08100], [8.50378, -4.09389, 4.66884], [7.71750, -3.67284, 6.23153], [8.46367, -1.52191, 4.13643], [8.21737, -1.19111, 5.84623], [-8.31403, 1.51678, -0.57939], [-7.73390, 0.35655, 0.22258], [-7.75287, -0.92070, -0.42351], [-6.82911, -1.13827, -1.42831], [-5.95287, -0.40523, -1.76445], [-6.94910, -2.46414, -2.17343], [-5.85382, -2.70095, -2.95714], [-7.02252, -3.40936, -1.27074], [-8.00360, -2.40455, -2.96803], [-8.56915, 2.38785, 0.02413], [-9.28951, 1.24692, -0.98402], [-7.63148, 1.91467, -1.33033], [-8.22474, 0.21645, 1.18567], [-6.72399, 0.61883, 0.53785], [3.73123, 5.48124, 3.13886], [3.83386, 6.74918, 2.37604], [2.75942, 7.61890, 2.77728], [2.78548, 8.39065, 3.92465], [3.61456, 8.31611, 4.82663], [1.68544, 9.50409, 4.05118], [1.25743, 9.40795, 5.34274], [2.35101, 10.64804, 3.83809], [0.78379, 9.32190, 3.13670], [4.57693, 4.82567, 2.93124], [2.75834, 5.01644, 2.97902], [3.63767, 5.69104, 4.20438], [3.91420, 6.50021, 1.31790], [4.72378, 7.30728, 2.66702], [-5.71579, -6.95598, -9.49592], [-6.02166, -6.42768, -8.12791], [-6.25243, -5.00258, -8.15496], [-5.22984, -4.09279, -8.11883], [-4.12823, -4.43872, -7.86853], [-5.65341, -2.62102, -8.21560], [-4.43833, -1.90036, -8.26280], [-6.39416, -2.30600, -9.30122], [-6.33501, -2.15928, -7.17290], [-5.79231, -8.04328, -9.49019], [-4.71337, -6.69232, -9.83318], [-6.47768, -6.61799, -10.19832], [-5.27881, -6.74225, -7.39488], [-6.91064, -7.05200, -8.03814], [-4.72354, -2.43290, 3.47007], [-3.47515, -2.93702, 3.97981], [-3.28978, -4.47973, 4.23414], [-1.97989, -4.76118, 4.79502], [-4.57093, -5.00643, 5.21952], [-4.36071, -5.31587, 6.58197], [-3.69920, -5.11615, 2.73593], [-3.17566, -6.32937, 2.26723], [-4.43473, -1.80431, 2.62771], [-5.25941, -1.71352, 4.08930], [-5.36297, -3.21127, 3.05369], [-3.87934, -6.27964, 6.74785], [-5.34286, -5.35606, 7.05300], [-3.72646, -4.62207, 7.13375], [-3.54747, -7.25789, 2.70047], [-2.10273, -6.28066, 2.45316], [-3.37187, -6.49432, 1.20780], [-0.35797, 0.63113, -0.08823], [0.47714, 0.73987, -1.22021], [-0.05241, 1.22950, -2.70327], [1.07252, 1.37707, -3.69319], [-0.65157, 2.70664, -2.27048], [0.09965, 3.72390, -1.70510], [-1.29317, 0.23891, -3.10146], [-1.05879, -1.04930, -3.57360], [-0.01898, 1.12545, 0.82218], [-0.44229, -0.37358, 0.32595], [-1.38986, 0.92926, -0.27376], [-0.04586, 4.66866, -2.22890], [1.17884, 3.65326, -1.56920], [-0.38614, 3.92644, -0.75059], [-1.70123, -1.20743, -4.43984], [-1.33922, -1.80053, -2.83529], [-0.03920, -1.26369, -3.89391], [6.32608, 2.38761, -1.19425], [7.04213, 2.56874, -2.39252], [7.54705, 3.99094, -2.95383], [7.50512, 5.09870, -1.95539], [6.67245, 4.23979, -4.26659], [5.30668, 4.65751, -4.06574], [9.03054, 3.58394, -3.53757], [10.24091, 3.43628, -2.79090], [5.99588, 3.35649, -0.81965], [7.04453, 2.03655, -0.45352], [5.51742, 1.67169, -1.34135], [4.94831, 4.89462, -3.06402], [4.77011, 3.76597, -4.39032], [5.06301, 5.56038, -4.62569], [11.00073, 3.87422, -3.43819], [10.44345, 2.37505, -2.64645], [10.14547, 3.97234, -1.84664], [-1.49607, 5.43153, 6.65890], [-1.64556, 5.11409, 5.32572], [-3.10076, 5.32824, 4.72446], [-4.02156, 6.15270, 5.54245], [-2.87221, 5.92946, 3.20402], [-3.87177, 6.06570, 2.30161], [-3.71119, 3.85397, 4.29511], [-4.41819, 3.24659, 5.34508], [-0.51470, 5.15231, 7.04237], [-2.29722, 4.92938, 7.20121], [-1.55579, 6.51237, 6.78662], [-3.64050, 5.36189, 1.50206], [-3.91331, 6.97234, 1.69797], [-4.89531, 5.81345, 2.57881], [-4.31686, 3.54947, 6.38724], [-4.32170, 2.16157, 5.30604], [-5.47895, 3.34963, 5.11646]],
  "atomic_forces_ev_per_a": [[-0.4, -0.6, 0.9], [0.5, 1.8, -0.8], [0.1, -0.8, 0.2], [-1.3, 0.9, 0.1], [1.3, -1.6, 0.5], [1.1, -0.5, -1.4], [0.2, 0.5, -1.3], [-2.0, 0.7, 1.2], [0.5, 0.1, 0.9], [0.1, 0.5, 0.1], [-0.2, -0.3, -0.1], [0.6, 0.1, -0.5], [0.0, -0.5, -0.1], [-0.5, -0.4, 0.2], [-0.3, 2.2, 0.5], [1.0, -1.6, -0.4], [-2.4, 0.5, -0.8], [1.4, 1.0, 1.0], [-0.5, -2.1, -0.3], [-1.1, 0.0, 0.2], [0.0, 0.2, 0.8], [0.7, -0.7, -0.3], [0.9, 1.0, -0.5], [0.4, -0.4, -0.5], [0.2, 0.3, 0.1], [-0.2, -0.2, -0.2], [0.5, -0.2, 0.1], [-0.5, 0.0, 0.1], [-0.5, 0.0, 0.0], [0.7, 1.1, 0.8], [0.9, -0.8, -1.8], [0.0, 1.2, 0.8], [0.0, 0.7, 0.4], [1.0, 0.8, -0.3], [-1.1, 0.3, 0.9], [-0.5, -1.4, 0.2], [-0.6, -0.6, -0.2], [0.3, -0.2, 0.6], [0.2, -0.2, -0.5], [-0.1, -0.5, -0.2], [-0.5, -0.2, -0.3], [0.3, -0.2, -0.4], [-0.7, -0.5, 1.1], [1.2, 0.6, 1.5], [-1.6, 1.9, 0.4], [2.6, -1.6, 0.7], [-1.6, -0.1, -2.2], [2.9, -2.2, 0.5], [-0.5, 0.8, -1.6], [-0.9, 0.3, 0.4], [-1.6, 0.6, 0.0], [-0.2, -0.1, 0.1], [0.2, -0.4, -0.7], [0.7, 0.1, 0.1], [-0.9, 0.9, -0.2], [0.4, -0.3, -0.2], [1.1, 0.1, -0.9], [0.4, -0.8, -0.7], [-0.9, 1.3, -0.2], [-1.3, -3.0, 1.0], [1.3, 0.5, -0.2], [1.2, 2.2, -0.7], [-2.3, -1.1, -0.2], [0.9, -0.6, 0.4], [0.3, -0.6, 0.2], [0.1, -0.1, 0.1], [-0.1, 0.1, -0.3], [0.1, 0.2, -0.1], [0.0, 0.4, 0.1], [-0.8, 1.3, 1.5], [0.3, 0.8, -1.5], [-1.1, -0.2, 0.4], [-2.1, -1.7, -0.2], [0.3, -0.4, -0.1], [1.8, 1.0, -2.4], [0.3, -0.3, 1.0], [-0.5, 1.6, 2.4], [1.3, -1.0, -0.1], [0.1, -0.1, -0.3], [0.2, -0.7, 0.9], [0.0, 0.0, 0.4], [-0.1, -0.2, -0.5], [0.0, 0.1, -0.1], [-0.1, 0.4, -0.3], [-0.4, 0.3, 0.8], [0.1, -0.4, -0.3], [0.0, 0.8, -0.1], [-1.2, -0.5, 1.0], [0.1, -0.1, -1.3], [1.9, 1.3, 0.5], [-2.1, -0.9, 1.8], [-1.0, -3.3, -1.9], [-0.1, 1.9, 1.2], [1.1, 3.4, 1.4], [0.0, -1.8, -0.9], [0.6, 0.9, -0.6], [0.3, -0.6, -0.8], [0.1, 0.3, -0.2], [-0.1, -0.2, -0.6], [-0.1, -0.9, -0.2], [0.4, -0.1, 0.4], [0.0, 0.1, 0.0], [0.0, 0.2, 0.2], [0.1, 0.4, 0.1], [0.4, 0.5, 0.9], [0.4, 0.5, -1.2], [1.5, 0.0, 0.9], [0.1, -1.3, -1.0], [1.1, 0.5, 0.9], [-0.7, -0.7, -0.3], [-2.7, 0.6, -0.3], [-0.6, 0.3, -0.1], [-0.4, -0.1, 0.0], [-0.2, -0.4, 0.1], [0.1, 0.2, 0.0], [0.9, -0.2, 0.4], [-0.6, 0.5, -0.2], [0.4, -0.3, -0.5], [0.2, 0.0, 0.3], [0.0, 0.1, 0.1], [0.3, -0.1, 0.0], [0.1, 0.9, 2.1], [-0.6, -0.6, -2.9], [-1.7, 0.8, -2.6], [0.9, -1.0, -0.4], [2.2, -0.4, 4.1], [-1.8, -1.1, -3.2], [1.7, 2.0, 1.0], [-2.3, -1.7, 0.1], [-0.1, -0.4, -0.4], [0.3, 0.2, 0.6], [-0.3, 0.0, 0.2], [-0.2, -0.5, -0.2], [0.4, 0.8, 1.0], [0.1, 0.2, 0.8], [0.7, 0.5, -0.3], [0.7, 0.0, -0.1], [-0.2, 0.4, 0.2]]
}

---

# 2
{
  "formula": "C32H62N2O18P",
  "method": "wB97M-V/def2-TZVPD",
  "spin_multiplicity": 1,
  "total_charge": 1,
  "gap_ev": 6.89,
  "species": ["C", "C", "P", "C", "C", "C", "C", "C", "C", "N", "N", "H", "H", "H", "H", "H", "H", "H", "H", "H", "H", "H", "H", "H", "H", "C", "C", "O", "C", "O", "O", "C", "H", "H", "H", "H", "H", "H", "H", "H", "C", "C", "O", "C", "O", "O", "C", "H", "H", "H", "H", "H", "H", "H", "H", "C", "C", "O", "C", "O", "O", "C", "H", "H", "H", "H", "H", "H", "H", "H", "C", "C", "O", "C", "O", "O", "C", "H", "H", "H", "H", "H", "H", "H", "H", "C", "C", "O", "C", "O", "O", "C", "H", "H", "H", "H", "H", "H", "H", "H", "C", "C", "O", "C", "O", "O", "C", "H", "H", "H", "H", "H", "H", "H", "H"],
  "positions_angstrom": [[-2.25760, -0.75001, -3.38800], [-1.66750, -2.03838, -2.79952], [-0.08287, -1.84161, -1.87324], [-0.44081, -1.45783, -0.10636], [-0.05128, -2.69146, 0.72034], [0.68956, -0.36341, -2.62117], [0.78094, 0.87689, -1.95286], [1.42387, 1.92715, -2.54535], [1.96638, 1.71369, -3.79312], [1.81501, 0.52206, -4.34499], [1.20131, -0.53258, -3.83136], [-1.71239, -0.43170, -4.27021], [-2.27636, 0.05481, -2.65647], [-3.28510, -0.93496, -3.68599], [-1.43210, -2.70335, -3.62236], [-2.37757, -2.51321, -2.13260], [0.04539, -0.55724, 0.25732], [-1.51488, -1.31738, 0.01429], [-0.18912, -2.50344, 1.77766], [0.97470, -2.97410, 0.50948], [-0.67668, -3.52576, 0.41622], [0.33292, 1.00164, -0.98104], [1.50922, 2.88951, -2.06884], [2.50423, 2.47314, -4.33139], [2.20259, 0.37662, -5.27036], [4.93098, 1.26419, -1.57287], [4.66463, 0.17556, -0.55231], [5.69771, 0.09287, 0.43172], [5.55564, 1.05801, 1.34973], [4.66224, 1.86707, 1.30336], [6.49877, 0.94690, 2.26518], [6.47730, 1.96370, 3.27920], [5.89004, 1.09225, -2.06274], [4.15086, 1.26545, -2.33408], [4.96706, 2.25244, -1.11764], [4.62729, -0.79653, -1.04267], [3.70958, 0.32886, -0.04631], [5.50098, 2.02127, 3.75392], [6.74412, 2.92732, 2.85090], [7.22112, 1.68098, 4.01663], [1.72457, 1.92957, 2.59875], [0.86540, 0.91620, 1.87290], [-0.54057, 1.14572, 2.02812], [-1.04630, 2.08588, 1.23030], [-0.45276, 2.64658, 0.34018], [-2.32899, 2.23732, 1.52776], [-3.00904, 3.24699, 0.76953], [1.46901, 1.95409, 3.65895], [2.76919, 1.65185, 2.48468], [1.59293, 2.93501, 2.20245], [1.04243, -0.07537, 2.28801], [1.10592, 0.87955, 0.80677], [-2.88979, 3.08073, -0.29818], [-2.63523, 4.23261, 1.03944], [-4.06046, 3.17801, 1.02795], [-3.39775, -8.16552, 2.10242], [-4.44243, -7.68562, 1.11947], [-5.00527, -6.41645, 1.50825], [-4.25216, -5.35338, 1.28055], [-3.16718, -5.34439, 0.75107], [-4.89968, -4.27723, 1.73029], [-4.17741, -3.05413, 1.61138], [-3.81155, -8.19952, 3.11086], [-3.05724, -9.16323, 1.82847], [-2.53491, -7.50105, 2.11808], [-5.28551, -8.37203, 1.09995], [-4.04339, -7.61959, 0.10795], [-3.85075, -2.89288, 0.58468], [-3.31844, -3.05512, 2.28174], [-4.86208, -2.26321, 1.90234], [8.88810, 8.10061, 5.21907], [7.42092, 7.72984, 5.22240], [7.22520, 6.30575, 5.24023], [7.41810, 5.72000, 6.42006], [7.69837, 6.26768, 7.45170], [7.22631, 4.40686, 6.26486], [7.46651, 3.63793, 7.44768], [9.40180, 7.61380, 4.38896], [9.00307, 9.17939, 5.11822], [9.37472, 7.78882, 6.14164], [6.94476, 8.06902, 4.30455], [6.89280, 8.18386, 6.06028], [6.88453, 4.01687, 8.28410], [8.52653, 3.64836, 7.69492], [7.15775, 2.62124, 7.22124], [-2.75255, -9.90916, -5.43931], [-1.38587, -9.30350, -5.20461], [-1.47035, -7.93269, -4.77796], [-1.81234, -7.74987, -3.50656], [-2.01231, -8.60906, -2.68866], [-1.86815, -6.43557, -3.27606], [-2.26726, -6.09869, -1.94427], [-3.32135, -9.30258, -6.14517], [-2.65300, -10.91604, -5.84341], [-3.32216, -9.96614, -4.51316], [-0.82197, -9.27545, -6.13463], [-0.80883, -9.87855, -4.48112], [-1.63523, -6.58481, -1.20630], [-3.30726, -6.37165, -1.78240], [-2.16435, -5.02245, -1.84212], [-8.74122, 4.79166, -2.41533], [-7.66012, 4.47304, -3.42527], [-6.77603, 5.58546, -3.63634], [-5.87346, 5.79351, -2.68415], [-5.70684, 5.12020, -1.69870], [-5.16998, 6.87704, -3.01074], [-4.19731, 7.26813, -2.03983], [-9.28584, 5.68832, -2.71250], [-9.44451, 3.96251, -2.34279], [-8.31795, 4.97034, -1.42819], [-8.10246, 4.27547, -4.39942], [-7.08365, 3.59452, -3.13539], [-3.52940, 6.44287, -1.80207], [-4.68900, 7.62286, -1.13561], [-3.62946, 8.07944, -2.48501]],
  "atomic_forces_ev_per_a": [[-0.3, -0.3, 0.4], [0.3, 1.1, -0.4], [0.8, -1.1, 0.0], [-0.6, -0.1, -0.2], [0.0, 0.2, -0.5], [-0.6, 0.1, 0.4], [0.1, 0.0, -0.1], [-0.1, 0.1, 0.5], [-0.1, -0.1, 0.0], [0.1, 0.1, -0.3], [0.2, 0.4, -0.1], [0.1, 0.1, -0.1], [0.0, 0.2, 0.1], [-0.1, 0.0, -0.1], [-0.1, -0.4, 0.0], [0.0, -0.3, 0.2], [0.0, -0.2, -0.2], [-0.1, 0.3, 0.0], [0.0, 0.0, 0.2], [0.2, 0.0, 0.2], [-0.1, -0.2, 0.2], [-0.1, 0.1, 0.0], [0.0, 0.1, 0.1], [0.1, 0.0, -0.3], [-0.1, -0.3, 0.0], [0.3, 0.1, 0.0], [-0.4, -0.3, -0.5], [0.0, 0.1, 0.1], [0.0, -0.3, -0.1], [0.2, 0.5, 0.5], [0.0, 0.0, -0.1], [0.1, 0.2, 0.2], [0.0, -0.1, -0.1], [0.0, -0.1, 0.0], [-0.1, 0.0, 0.1], [0.2, -0.1, 0.1], [0.0, 0.0, -0.1], [-0.1, 0.0, -0.1], [-0.1, 0.0, 0.0], [0.0, -0.1, -0.1], [-0.3, 0.1, 0.1], [0.6, 0.0, 0.2], [0.0, 0.2, 0.0], [-0.5, -0.5, 0.1], [0.2, 0.2, -0.2], [0.2, 0.1, 0.0], [-0.2, 0.2, -0.1], [0.0, -0.1, 0.0], [0.0, 0.1, 0.0], [0.0, 0.0, -0.1], [-0.2, 0.0, 0.0], [0.1, 0.2, 0.2], [0.1, 0.0, 0.0], [0.1, 0.0, -0.1], [0.0, -0.1, 0.1], [0.0, 0.2, 0.1], [0.1, -0.4, -0.1], [-0.1, 0.0, 0.0], [-0.1, -0.1, 0.1], [0.1, 0.1, 0.0], [0.0, 0.0, 0.0], [0.0, 0.2, 0.0], [0.0, -0.1, 0.0], [0.0, 0.0, 0.0], [0.0, 0.0, -0.1], [-0.1, 0.1, 0.0], [0.1, 0.1, 0.0], [0.0, -0.1, 0.0], [0.1, 0.0, -0.1], [-0.1, -0.1, 0.0], [0.1, -0.2, 0.1], [0.1, 0.4, -0.1], [0.0, -0.1, -0.1], [-0.1, 0.0, -0.1], [0.0, 0.0, 0.0], [0.0, -0.1, 0.0], [0.0, -0.2, 0.1], [0.0, 0.1, -0.1], [0.0, 0.0, 0.0], [-0.1, 0.0, 0.0], [0.0, -0.1, 0.0], [0.0, -0.1, 0.1], [0.0, 0.1, 0.0], [0.0, 0.1, 0.1], [0.0, 0.0, -0.1], [-0.2, 0.2, 0.1], [0.0, -0.4, -0.2], [0.0, 0.1, 0.0], [0.2, 0.0, 0.0], [-0.1, 0.0, 0.0], [0.0, 0.1, 0.0], [0.0, 0.1, 0.1], [0.1, 0.0, -0.1], [0.0, 0.0, 0.0], [0.1, 0.0, 0.0], [0.0, 0.2, 0.0], [-0.1, 0.1, 0.1], [0.0, -0.1, 0.0], [0.0, -0.1, 0.0], [0.0, 0.0, -0.1], [0.1, 0.2, 0.1], [-0.3, -0.3, 0.0], [0.1, 0.0, 0.0], [-0.1, 0.0, -0.1], [0.1, -0.1, 0.1], [0.1, 0.0, 0.0], [0.1, 0.1, 0.0], [0.0, -0.1, -0.1], [0.0, 0.0, 0.0], [0.0, -0.1, 0.0], [0.1, 0.1, -0.1], [0.1, 0.1, 0.1], [0.0, -0.1, 0.0], [0.0, -0.1, 0.0], [-0.1, 0.0, -0.1]]
}

---

no.,total energy (eV)
1,-165330.5983
2,-83307.6481